Molecular formula: C43H67BBr2N8OS
Method: DFT, wB97M-V/def2-TZVPD

Properties
LUMO energy: -0.211 eV
Net charge: 0

```
123
C43H67BBr2N8OS wB97M-V/def2-TZVPD
C 0.121 2.838 -0.627
C 1.088 1.932 -1.315
Br 1.915 0.648 -0.144
C 1.391 1.910 -2.606
Br 0.496 3.204 -3.744
B 2.381 0.934 -3.348
S 1.723 0.050 -4.852
C 3.865 0.615 -2.907
C 4.541 1.622 -1.992
O 5.184 1.207 -1.042
C 4.486 3.096 -2.237
C 3.969 3.684 -3.360
C 4.001 5.038 -3.498
C 4.534 5.833 -2.537
C 5.061 5.266 -1.407
C 5.021 3.913 -1.282
H 0.602 3.627 -0.039
H -0.421 2.214 0.088
H -0.623 3.263 -1.294
H 2.479 0.603 -5.822
H 3.912 -0.367 -2.437
H 4.472 0.549 -3.821
H 3.560 3.056 -4.140
H 3.594 5.464 -4.403
H 4.524 6.906 -2.666
H 5.494 5.848 -0.611
H 5.446 3.460 -0.398
C 7.843 -0.255 -2.233
C 8.218 -1.604 -2.831
C 8.327 -1.560 -4.359
C 7.044 -1.166 -4.957
N 6.040 -0.852 -5.427
H 6.862 0.072 -2.574
H 7.803 -0.317 -1.146
H 8.574 0.512 -2.503
H 7.474 -2.346 -2.535
H 9.175 -1.931 -2.418
H 8.607 -2.539 -4.749
H 9.089 -0.843 -4.668
C -4.111 -0.687 -3.393
C -2.701 -0.236 -3.037
C -2.658 0.658 -1.793
C -3.448 1.877 -2.014
N -4.069 2.832 -2.191
H -4.753 0.162 -3.640
H -4.089 -1.344 -4.262
H -4.566 -1.234 -2.565
H -2.270 0.294 -3.887
H -2.079 -1.112 -2.861
H -1.627 0.938 -1.573
H -3.059 0.132 -0.924
C -2.212 5.708 0.376
C -1.949 6.714 1.488
C -0.526 7.278 1.446
C 0.467 6.200 1.611
N 1.241 5.360 1.754
H -1.546 4.849 0.471
H -3.237 5.339 0.424
H -2.060 6.153 -0.609
H -2.120 6.237 2.455
H -2.663 7.535 1.406
H -0.382 8.002 2.249
H -0.341 7.784 0.498
C -3.989 -5.192 -4.226
C -3.507 -5.243 -5.673
C -2.016 -4.916 -5.817
C -1.737 -3.561 -5.327
N -1.517 -2.499 -4.939
H -3.884 -4.193 -3.801
H -5.044 -5.458 -4.166
H -3.428 -5.889 -3.601
H -4.094 -4.543 -6.271
H -3.688 -6.240 -6.078
H -1.712 -4.977 -6.862
H -1.412 -5.625 -5.248
C 5.620 0.483 1.795
C 5.270 -0.486 2.919
C 6.510 -1.088 3.589
C 7.311 -1.840 2.613
N 7.939 -2.429 1.848
H 6.156 -0.014 0.989
H 4.716 0.909 1.365
H 6.239 1.304 2.166
H 4.645 -1.288 2.519
H 4.679 0.035 3.675
H 6.218 -1.765 4.393
H 7.132 -0.302 4.019
C -7.532 -0.175 -0.977
C -7.931 -1.150 0.126
C -6.724 -1.821 0.790
C -5.960 -2.587 -0.201
N -5.352 -3.179 -0.981
H -7.013 -0.682 -1.792
H -8.416 0.302 -1.402
H -6.878 0.610 -0.592
H -8.590 -1.913 -0.292
H -8.499 -0.616 0.889
H -7.055 -2.495 1.580
H -6.071 -1.072 1.241
C -4.161 -3.395 3.725
C -3.380 -2.103 3.545
C -3.678 -1.082 4.648
C -5.106 -0.720 4.651
N -6.221 -0.437 4.649
H -5.237 -3.217 3.669
H -3.907 -4.108 2.940
H -3.939 -3.861 4.686
H -3.616 -1.670 2.570
H -2.311 -2.325 3.544
H -3.092 -0.176 4.495
H -3.419 -1.491 5.626
C -1.012 -2.917 9.467
C -2.392 -2.518 8.956
C -3.187 -3.704 8.397
C -2.480 -4.314 7.263
N -1.928 -4.791 6.371
H -0.389 -3.316 8.666
H -0.495 -2.051 9.881
H -1.088 -3.672 10.251
H -2.280 -1.755 8.182
H -2.961 -2.067 9.770
H -4.170 -3.375 8.057
H -3.333 -4.462 9.167
```